Below is 18 unconnected molecules or ions with the total composition C27H50Cl34N3O2Si in a non-equilibrium geometry, with properties calculated with the ωB97M-V functional and the def2-TZVPD basis.

Energy in Ha: -17309.234585
Total charge: +1
Frontier orbital gap in eV: 9.246
HOMO in eV: -11.632

Last column: Löwdin charge in e.
Cartesian coordinates (Å):
Cl -8.18629 2.07055 0.52074  0.5056
Cl 8.79152 -5.89255 3.70843  0.5503
Cl -5.91013 -1.30482 5.65863  0.4680
Cl 7.75053 -6.30929 0.41196  0.5015
Cl -2.62469 -1.57802 -8.68537  0.5126
Cl -11.16522 0.04962 3.13946  0.5062
Cl 5.71638 -0.06763 -7.08766  0.5710
Cl -6.59470 7.03598 1.16784  0.5331
Cl 13.22355 -2.49195 -0.00711  0.5104
Cl 5.91843 -6.32520 3.35895  0.4904
Cl 2.27709 0.13620 -7.22947  0.4999
Cl -3.93649 -2.36096 9.35096  0.5615
Cl 2.07137 0.19147 -4.32104  0.6619
Cl 9.02781 -9.95861 4.26702  0.5446
Cl 4.85237 0.69452 0.21809  0.5325
Cl -6.94511 -3.37158 3.21760  0.4627
Cl 9.43275 -1.86742 -2.04653  0.4901
Cl 3.15794 1.89495 2.27829  0.5082
Cl 6.78005 -0.44980 -4.39619  0.5065
Cl -5.37582 -4.54797 1.04390  0.5007
Cl -13.54388 -0.76504 0.83612  0.4937
Cl -7.44367 -0.08856 7.83763  0.5024
Cl -6.09947 0.58626 1.94560  0.5189
Cl 13.65305 -2.60947 -2.89794  0.5693
Cl -10.89886 -1.18782 -0.35757  0.4885
Cl -8.98361 -1.34787 4.49230  0.4749
Cl 4.93942 4.46312 -3.09889  0.5261
Cl -0.93828 -1.10573 -6.34098  0.4694
Cl -5.47472 -1.14608 11.51766  0.5195
Cl 2.69567 5.82321 -4.39974  0.4986
Cl 10.16344 -4.97841 -0.57657  0.5001
Cl 9.85007 -1.95390 -4.94608  0.5304
Cl 6.70140 -10.19017 2.50210  0.5303
Cl -4.21458 8.37103 0.09504  0.5247
Si -4.01559 3.87970 -1.19192  0.5862
O 0.21302 7.69691 -0.20443  0.0882
O -2.31011 1.78033 -3.09421  0.1531
N -0.12895 4.33661 -2.16340  0.2103
N -2.28498 3.83052 -1.81600  0.0955
N -0.46728 3.18879 -2.79895  -0.0119
C -1.73567 2.87551 -2.60914  -0.3162
C 2.14926 1.78718 -1.50298  0.1033
C 1.50053 1.95500 -2.48823  -0.2481
C -4.10835 -2.18447 11.10440  -0.9946
C 2.94162 -0.48400 -5.71502  -0.9918
C -5.11372 4.95978 -2.23290  -0.1511
C 3.44261 5.36259 -2.85750  -1.0389
C -5.41900 8.33487 1.39629  -0.9884
C 0.59332 2.47654 -3.53028  -0.1513
C -0.07787 6.82794 -0.97326  -0.2344
C -7.75841 0.55289 1.32713  -1.0110
C -1.12714 -2.00398 -7.85481  -1.0219
C 4.63214 0.96810 1.94846  -0.9969
C -10.46664 -0.40896 4.69866  -0.9830
C -1.30104 5.93506 -0.71901  -0.0558
C 7.40258 -6.91033 4.11921  -1.0233
C 10.39593 -2.53991 -3.36377  -1.0383
C 7.17906 -0.22564 -6.10082  -1.0047
C -12.60051 -1.67701 -0.34693  -1.0117
C -6.07480 -1.12831 7.41282  -1.0705
C 14.20102 -3.17196 -1.30926  -0.9884
C -3.94016 4.45902 0.59675  -0.1386
C 8.21485 -10.93404 3.03409  -0.9880
C -1.23817 4.70880 -1.57604  -0.2524
C -4.66766 2.11733 -1.13754  -0.1544
C 8.82117 -4.91487 0.57372  -1.0370
C -5.56764 -4.39301 2.79536  -1.0138
H 1.11429 3.12624 -4.22950  0.1202
H -4.90719 8.18118 2.33880  0.0314
H 7.59796 -7.91710 3.77594  -0.0886
H -8.43596 0.39499 2.15796  -0.0348
H 7.99618 -11.90894 3.45286  0.0262
H 11.43315 -2.24767 -3.22114  -0.0883
H -2.57030 1.91866 -4.01818  0.1634
H -5.72441 -5.37884 3.21658  0.0270
H -11.18550 -1.00873 5.24418  0.0302
H -2.90224 4.45276 0.93114  0.0256
H -4.91398 6.02342 -2.09915  0.0206
H -1.21582 5.61497 0.31776  0.1294
H -6.12781 4.80158 -1.85452  0.0494
H -2.19407 6.53230 -0.89585  0.0944
H 15.23074 -2.86475 -1.17183  0.0264
H -3.87741 1.37135 -1.19462  0.0338
H -5.94442 9.28214 1.40389  0.0291
H 4.55762 0.00910 2.44693  0.0278
H 7.76922 0.67691 -6.20644  0.0338
H 9.22317 -4.90385 1.58031  -0.0628
H 10.30432 -3.62026 -3.34329  0.0127
H -12.65702 -2.73013 -0.09903  0.0267
H 8.87437 -11.03079 2.18005  0.0286
H 5.48268 1.52328 2.32530  0.0283
H -1.14183 -3.06298 -7.62688  0.0283
H 0.51900 6.69337 -1.89055  0.1129
H -4.48736 3.74889 1.21275  0.0383
H 2.43547 1.78453 -0.47672  -0.0227
H 3.99340 -0.20255 -5.65184  -0.0876
H -5.14274 2.00818 -0.16532  -0.0373
H -13.01552 -1.49998 -1.33180  0.0246
H -5.17142 -0.68628 7.80394  -0.0287
H -3.20069 -1.74350 11.49845  0.0264
H 7.74047 -1.08466 -6.44622  -0.0136
H -7.84554 -0.25879 0.61434  0.0230
H -4.35469 5.45811 0.70949  -0.0244
H 0.12589 1.62212 -4.00610  0.0700
H -5.40120 1.97483 -1.92966  0.0456
H 14.12227 -4.25226 -1.27941  0.0277
H -4.66813 -3.94823 3.20498  0.0246
H 2.74509 4.73769 -2.30868  -0.0116
H -10.23289 0.49169 5.25467  0.0281
H 7.27094 -6.90103 5.19482  0.0305
H -4.26962 -3.16479 11.53640  0.0271
H 8.24931 -4.01235 0.38763  0.0234
H 3.66098 6.26476 -2.29744  0.0276
H -5.12469 4.69741 -3.29082  0.0383
H -0.28874 -1.76770 -8.50010  0.0188
H -6.23340 -2.10593 7.84677  -0.0027
H 2.83743 -1.56336 -5.69848  0.0376

Cartesian forces, eV/Å:
Cl -0.0288 -0.0059 -0.0172
Cl 0.0806 -0.1206 0.4426
Cl 0.2710 0.0119 0.1499
Cl 0.0562 0.0307 -0.0841
Cl 0.0161 -0.0249 -0.0273
Cl 0.0095 0.0306 0.1117
Cl 0.5167 0.0851 -0.4548
Cl -0.0377 0.0379 0.0223
Cl 0.0220 -0.0193 0.0126
Cl -0.0979 -0.0299 0.1538
Cl 0.1543 0.0006 -0.1232
Cl 0.3389 -0.2325 0.2114
Cl 0.7059 -0.9121 -0.5754
Cl 0.1335 -0.1684 0.0179
Cl 0.1600 -0.0705 0.0518
Cl 0.0269 -0.1714 -0.1634
Cl -0.0459 0.1025 0.0243
Cl -0.0110 0.0077 0.0405
Cl -0.0919 0.0493 0.0185
Cl 0.0464 -0.0213 0.0022
Cl -0.0715 -0.0425 -0.1071
Cl 0.0053 -0.0032 0.0485
Cl -0.0060 -0.0651 0.0946
Cl 0.5383 -0.0883 -0.0064
Cl 0.0226 -0.0216 -0.0566
Cl -0.2132 0.1277 0.0767
Cl -0.0332 -0.0222 0.0419
Cl 0.0026 -0.0466 0.1324
Cl 0.0116 -0.0099 0.0204
Cl -0.1172 -0.0269 0.0633
Cl 0.1092 -0.0837 0.0117
Cl 0.2086 -0.1113 -0.0535
Cl -0.0008 -0.0256 -0.0286
Cl 0.0302 0.0579 -0.0025
Si -1.4298 -0.5132 1.1202
O -0.0559 -0.0077 0.2270
O -0.0755 0.4172 0.0332
N -1.0597 -0.0497 0.2954
N 0.5621 -0.3125 -0.5047
N 0.4565 0.3985 -0.4940
C 0.3888 0.3912 0.0046
C -0.5443 0.3325 0.9761
C -0.3783 1.0885 -0.4210
C 0.0023 0.0011 0.1257
C -0.0599 -0.0902 0.0910
C 0.2862 0.0411 0.0422
C 0.0125 -0.0388 0.1409
C -0.0710 0.0198 0.1038
C -0.0711 -1.0689 1.0779
C 0.0058 0.4586 -0.0328
C -0.0765 -0.1092 0.0270
C 0.0227 -0.0353 -0.1115
C 0.1117 -0.0651 0.0329
C -0.0436 0.0453 0.0586
C 0.8868 -0.4386 -0.5035
C -0.1506 -0.0246 -0.0098
C 0.0662 0.0016 0.0856
C 0.0751 0.0342 0.0565
C -0.0869 -0.0475 -0.0214
C -0.1872 0.1270 -0.1892
C 0.0348 -0.0446 0.1145
C 0.5797 0.0036 -0.6705
C 0.0236 -0.0974 -0.0504
C 0.1764 0.2576 -0.0369
C 0.6011 0.5638 -0.2607
C -0.0341 0.1388 -0.0406
C 0.0536 -0.0040 0.0729
H -0.2609 0.1243 -0.0607
H 0.0520 -0.0745 -0.0476
H -0.0201 0.1258 -0.1226
H 0.0289 0.0766 0.0292
H -0.0551 0.0492 0.0702
H -0.5178 0.0569 -0.0663
H -0.0578 -0.2100 -0.0137
H -0.0737 -0.0087 -0.0623
H -0.0101 -0.0606 -0.0909
H -0.0775 0.0620 0.2638
H 0.1011 0.0327 -0.1545
H -0.3375 0.2669 0.1576
H 0.0114 -0.1085 0.0656
H -0.1594 -0.1001 0.2060
H -0.0283 0.0894 -0.0354
H -0.1243 -0.1430 -0.0966
H -0.0059 -0.0090 -0.1081
H -0.0937 -0.0069 -0.0395
H -0.0797 0.0472 0.0223
H 0.0178 -0.0597 -0.2535
H -0.1029 0.0173 -0.0241
H 0.0620 0.0225 0.0836
H -0.0018 0.1036 -0.0058
H -0.0410 0.0844 -0.0485
H -0.0711 0.0215 0.0674
H -0.2016 -0.2468 -0.0936
H -0.1266 0.0475 0.0202
H 0.5786 -0.3723 -0.1167
H -0.5771 0.0218 0.1922
H -0.1946 -0.0316 -0.0747
H 0.0349 0.0872 0.0073
H -0.0307 0.1440 -0.0455
H -0.0099 0.0663 -0.0678
H -0.1039 -0.0727 0.0125
H 0.0658 0.0402 -0.0457
H 0.0532 0.0019 0.1129
H -0.1723 0.2453 -0.4629
H 0.0117 -0.2642 0.0071
H -0.0923 0.0124 -0.0331
H -0.0173 0.0655 -0.0491
H -0.0077 -0.0491 -0.0834
H 0.0784 0.0051 -0.0516
H 0.0134 0.1173 -0.0052
H -0.0678 -0.0115 -0.0665
H -0.0027 -0.0343 -0.1257
H 0.0517 0.0382 -0.0962
H 0.0559 0.0846 -0.0382
H -0.0126 0.0976 0.0285
H -0.1100 -0.0077 -0.0469
H -0.1037 0.0243 -0.0011